[1]
Computed, not measured: a 7-piece molecular cluster, C4H21NO8 overall, with the ωB97M-V functional and the def2-TZVPD basis.

Output
Orbital gap   8.54 eV
Max |F|   3.130 eV/Å
E   -22357.96254 eV
Net charge   -2
Energy above the lowest of the compared OMol25 structures with the same formula, charge and spin   1.8434 eV

The geometry in XYZ format:
```
34
Properties=species:S:1:pos:R:3:forces:R:3
C 0.0487 -0.3359 0.6194 -0.922 -1.876 -0.578
C 0.6532 1.0230 0.7685 2.005 0.148 0.835
C 1.3873 1.6097 -0.4626 1.887 -0.530 0.576
O 1.5457 2.9801 -0.3314 -1.857 2.284 -0.693
N -0.9228 -0.3420 -0.4936 -0.644 2.634 -1.506
C -1.2845 -1.5229 -1.2135 0.712 -0.860 -1.261
O -0.1778 -2.3665 -1.6355 -1.020 2.010 -1.531
H -0.4628 -0.6468 1.5653 0.262 0.311 -0.604
H 0.6983 -1.1601 0.3543 1.005 0.012 0.464
H -0.1417 1.6424 1.2044 0.395 0.382 -0.697
H 1.5286 1.0773 1.5112 -1.657 -0.564 -0.394
H 2.4869 1.3842 -0.5040 -0.759 -1.129 0.681
H 1.1246 1.1918 -1.4284 -1.063 0.516 -0.487
H -0.7151 0.4426 -1.1865 -0.229 -1.637 1.470
H -1.7617 -1.2685 -2.1936 0.026 0.298 1.058
H -1.9339 -2.2018 -0.6565 -0.207 0.351 0.315
H 2.0508 -3.6984 -0.3369 1.639 1.080 0.021
H 2.5150 -2.6710 -1.3520 1.068 -1.085 1.009
O 2.9626 -3.3411 -0.7472 -2.435 0.513 -0.910
H -0.0284 -2.8838 -0.8660 1.158 -1.733 1.690
H 0.7110 -4.6780 0.0584 -0.186 -1.586 -0.404
O 0.6363 -3.8105 0.4039 0.475 0.951 0.207
H -0.1845 3.9641 1.9983 -0.807 0.077 -0.192
H 1.0660 3.4910 1.1887 -0.257 0.197 0.860
O 0.7252 3.7385 2.0962 1.425 -0.052 0.326
H -1.5109 -3.7296 2.1873 -0.273 -0.006 0.153
H -0.7304 -3.9463 0.9288 0.409 -0.153 -0.327
O -1.6444 -4.1215 1.3205 -0.779 0.025 0.552
H -0.8460 4.4241 0.4791 -0.281 0.372 0.381
H 0.6180 3.4967 -0.4425 0.311 -0.470 -0.389
O -0.8471 4.2070 -0.4442 0.841 -0.391 -0.789
H -2.3118 2.0096 -0.7585 -0.563 -1.211 0.196
H -2.2784 3.3399 -0.8164 1.336 2.817 0.276
O -2.9761 2.7027 -0.8149 -1.013 -1.695 -0.310
```
Forces are in eV/Å.

=====

[2]
Computed, not measured: C4H22BO19 as an isolated structure, with the ωB97M-V functional and the def2-TZVPD basis.

Output
Orbital gap   9.06 eV
Max |F|   8.581 eV/Å
E   -44089.50671 eV
Net charge   -1
Energy above the lowest of the compared OMol25 structures with the same formula, charge and spin   4.4099 eV

The geometry in XYZ format:
```
46
Properties=species:S:1:pos:R:3:forces:R:3
O 2.3803 -0.3613 2.6148 -2.692 1.290 -1.156
C 1.3353 -0.1353 1.9638 5.745 -1.983 3.402
O 1.1743 -0.6723 0.8268 -1.372 -0.061 -2.611
B 0.1783 0.1977 0.1418 -0.803 0.102 1.720
O -0.3677 1.0517 1.2118 -1.228 -0.364 -3.221
C 0.2743 0.8127 2.2678 -0.952 4.439 4.479
O 0.0633 1.5347 3.2408 1.143 -2.082 -0.337
O -0.9397 -0.4763 -0.4392 -0.384 -1.472 2.865
C -0.8867 -0.2593 -1.6762 -4.870 -4.041 -3.345
O -1.5337 -0.8493 -2.5192 0.483 0.947 0.202
C 0.0943 0.6677 -1.9642 5.655 3.711 -5.281
O 0.7433 0.9797 -0.8932 1.028 0.853 0.551
O 0.5213 0.9857 -3.0872 -1.525 -0.279 2.082
O 3.8613 -2.0613 0.3198 3.196 2.099 1.421
H 3.9243 -1.0773 0.5218 -0.789 -2.291 -0.580
H 3.0653 -2.3023 -0.0672 -2.432 -0.009 -0.960
O -0.2587 0.5087 -5.7652 0.560 0.543 1.051
H -0.4717 -0.3973 -5.5472 -0.179 -0.481 -0.154
H 0.0763 0.8147 -4.8822 -0.358 -0.150 -1.058
O 2.0343 -2.1023 4.5368 -0.799 0.000 -0.854
H 2.2833 -1.3803 3.8998 -0.344 -0.953 0.927
H 1.2343 -2.5043 4.1208 1.046 0.439 0.551
O -3.3107 -2.6843 0.2718 -0.971 5.257 -1.763
H -3.1727 -1.7563 0.6878 -0.298 -2.389 -1.341
H -3.0547 -3.2363 0.9268 1.281 -2.967 3.241
O -2.8487 -3.2803 -2.5162 1.606 0.568 -3.588
H -2.2737 -2.4963 -2.8062 -1.607 -1.655 1.224
H -3.0527 -3.2183 -1.6192 -0.241 0.742 2.265
O -2.8627 2.2417 2.7298 5.869 -1.631 -0.923
H -3.4637 2.8037 2.3788 -3.502 2.701 -1.542
H -2.0437 2.4667 2.0868 -2.429 -1.134 2.558
O -3.1087 -0.0693 -4.8812 -2.085 0.168 4.087
H -2.4117 0.3077 -4.3402 0.451 -0.194 -1.095
H -3.0187 -0.2303 -5.7662 1.450 -0.021 -3.072
O 5.3333 -0.4113 2.7548 -0.199 -0.635 2.312
H 4.5243 -0.4983 3.3048 0.927 -0.170 -0.040
H 4.9163 -0.0973 1.9928 -0.526 0.911 -2.131
O 3.3903 0.9547 -2.5362 1.822 -1.346 2.011
H 2.6063 1.1827 -2.9882 -1.698 0.163 -0.460
H 3.1773 0.3407 -1.7782 0.041 1.179 -1.549
O -3.7347 1.1617 -0.2172 0.452 3.119 -2.879
H -3.7927 0.4957 0.3968 0.341 -2.129 2.390
H -2.8537 1.5877 -0.2352 -0.851 -0.836 0.511
O 1.1373 3.8357 4.5368 1.416 4.152 2.456
H 0.7353 3.1807 4.0868 -1.915 -4.008 -2.455
H 0.3973 4.4427 4.7018 0.535 -0.105 0.088
```
Forces are in eV/Å.

=====

[3]
Computed, not measured: C4H22BO19 as an isolated structure, with the ωB97M-V functional and the def2-TZVPD basis.

Output
Orbital gap   8.85 eV
Max |F|   13.805 eV/Å
E   -44087.54929 eV
Net charge   -1
Energy above the lowest of the compared OMol25 structures with the same formula, charge and spin   6.3673 eV

The geometry in XYZ format:
```
46
Properties=species:S:1:pos:R:3:forces:R:3
O 18.3770 28.7640 16.6440 1.656 -2.306 -3.212
C 18.8040 28.0180 15.6920 -3.248 4.361 7.405
O 18.7770 28.3020 14.4990 0.333 -0.122 -3.684
B 19.3390 27.0870 13.7860 0.413 1.956 -0.756
O 19.5110 26.1240 14.8410 1.113 -2.364 -2.776
C 19.1630 26.6310 15.9320 -0.771 -0.188 3.894
O 19.0070 26.1190 17.0220 0.879 -0.595 -0.982
O 20.6390 27.6070 13.1590 -1.090 -0.638 6.658
C 20.4090 27.5870 11.9630 11.709 3.203 -6.574
O 21.3710 27.7990 11.1430 -3.647 0.007 2.267
C 19.2560 27.0290 11.6320 -8.216 -5.569 -8.424
O 18.5110 26.7530 12.6260 -0.458 -0.249 3.709
O 18.9020 26.5730 10.5030 1.480 2.268 2.722
O 20.6790 23.8740 13.0580 -0.500 4.560 -2.933
H 20.9850 23.0870 13.2740 3.176 -6.225 0.428
H 20.1790 23.9410 13.8130 -2.814 1.576 2.710
O 16.7110 26.2090 9.0330 -3.087 -3.091 1.699
H 16.0190 25.4380 9.3500 2.521 2.901 -1.475
H 17.1790 26.3300 9.8820 0.367 0.199 -0.416
O 17.7590 26.4960 19.3250 -3.087 -0.190 3.558
H 18.3940 26.5680 18.6910 2.507 0.191 -2.965
H 17.1840 25.7540 19.1120 0.311 0.126 -0.154
O 21.0200 24.6940 10.4220 -0.103 2.786 -4.777
H 20.7980 24.2610 11.1830 -1.558 -1.482 2.966
H 20.2250 25.1280 9.9480 1.824 -1.418 1.597
O 18.5990 23.3860 17.4840 -1.550 1.335 -0.067
H 19.3600 22.8690 17.4960 1.890 -1.933 0.083
H 18.9900 24.2680 17.4830 -0.319 0.624 0.028
O 22.4420 28.1620 8.7530 0.656 3.552 4.334
H 21.8440 28.1680 9.6520 2.715 1.166 -1.593
H 21.8470 27.5390 8.5600 -3.122 -4.702 -3.227
O 16.9740 31.0200 15.6880 -1.627 4.249 -3.024
H 17.4510 30.4570 16.1740 3.148 -3.538 3.043
H 16.1270 30.6400 15.6230 -1.608 -0.617 -0.144
O 18.6170 24.5480 7.7160 2.149 -1.389 -0.072
H 17.9710 24.2860 7.1030 -1.084 -0.991 -1.536
H 18.1760 25.2690 8.0840 -1.045 2.321 1.586
O 18.9000 30.8570 13.4710 4.887 -1.025 -2.645
H 18.1830 30.9250 13.9980 -3.788 0.313 3.037
H 19.5020 30.1970 13.8960 -1.033 1.110 -0.589
O 17.6520 23.6080 14.7650 2.646 -3.214 -3.861
H 17.9930 23.6630 15.5990 2.494 -0.819 3.910
H 16.9990 24.1680 14.9340 -5.177 3.870 -0.065
O 18.0570 29.9540 19.1200 -0.326 -1.530 -1.638
H 18.1850 29.3660 19.9070 -0.335 0.294 -1.675
H 17.9310 29.4080 18.2140 0.718 1.224 3.635
```
Forces are in eV/Å.

=====

[4]
Computed, not measured: C4H22Cd2O8 as an isolated structure, with the ωB97M-V functional and the def2-TZVPD basis.

Output
Orbital gap   6.80 eV
Max |F|   1.626 eV/Å
E   -29996.74989 eV
Net charge   +2

The geometry in XYZ format:
```
36
Properties=species:S:1:pos:R:3:forces:R:3
Cd -0.7624 -0.2929 3.0674 0.627 -0.142 -0.385
Cd -2.7303 -1.2396 0.5807 -0.300 0.272 0.591
O -2.6956 -1.1088 2.7417 -0.546 -0.248 -0.518
H -2.9555 -1.9803 3.0567 0.125 0.098 0.699
O -0.8073 -0.4883 0.8369 0.085 -0.131 -0.738
H -0.0997 -0.7217 0.2275 0.304 -0.440 0.402
O 2.2399 1.4734 0.5815 -0.264 -0.419 -0.169
H 2.8951 2.0827 0.2284 0.084 -0.050 0.123
H 1.5507 1.3612 -0.1044 0.170 0.562 -0.232
O 0.2337 -2.3467 3.0596 0.365 -0.593 0.550
H 0.7389 -2.6346 3.8366 -0.099 -0.050 -0.144
H 0.5333 -2.9222 2.3425 -0.060 0.213 -0.053
O 1.2621 0.5137 2.7551 -0.234 -0.267 0.635
H 2.0734 0.6693 3.2614 -0.345 0.003 0.174
H 1.5253 0.6978 1.8248 0.358 0.589 -0.187
O -3.3955 0.8340 0.1846 0.101 0.633 -0.265
H -4.1464 1.4253 0.3503 -0.065 -0.296 -0.028
H -2.6683 1.4011 -0.1294 -0.175 -0.102 0.030
C 1.8226 -1.9707 -0.7262 0.054 -1.025 0.151
C 0.6606 -2.5808 -1.5030 0.233 0.203 -1.352
O 0.0244 -1.5972 -2.3705 -0.011 -0.024 1.088
H 1.6551 -0.9648 -0.3421 0.146 0.019 -0.102
H 2.6892 -2.0077 -1.3833 -0.005 0.695 -0.087
H 2.1505 -2.6389 0.0811 -0.331 0.149 0.136
H -0.1337 -3.1099 -0.9637 0.330 0.062 0.423
H 1.0979 -3.2848 -2.2111 -0.117 -0.383 0.300
H -0.8913 -1.6112 -2.0913 -0.263 0.177 -0.568
C 0.2335 3.4181 -2.2366 -0.826 1.027 0.215
C -0.6052 2.2069 -1.8877 -1.008 -0.223 -1.256
O 0.1158 1.3237 -1.0627 0.987 0.517 0.561
H -0.3158 4.3233 -1.9535 0.107 -0.092 0.112
H 0.3475 3.5360 -3.3094 0.529 -0.305 -0.020
H 1.1635 3.4724 -1.6809 0.226 -0.260 -0.223
H -0.9066 1.6939 -2.8115 0.273 -0.103 0.089
H -1.5845 2.5384 -1.4828 0.408 -0.142 0.558
H -0.3148 0.5298 -0.7669 -0.862 0.074 -0.508
```
Forces are in eV/Å.